C54H62As4N3O8Pd as an isolated structure in a non-equilibrium geometry, computed with wB97M-V/def2-TZVPD.

The calculation puts the HOMO energy (alpha / beta) at -9.311 / -10.456 eV. As for the spin multiplicity: 5. As for the expectation value of S²: 6.075. The value obtained for the energy relative to the best compared isomer or geometry (same formula, charge and spin) is 0.00 kcal per mole. For the max |F|, the calculation gives 0.0249 Eh/bohr. As for the total charge: +1. The value obtained for the energy is -324680.5794 eV.

Structure (XYZ):
```
132
C54H62As4N3O8Pd, DFT wB97M-V/def2-TZVPD
C 4.62420 -2.32292 -2.31632
C 4.85863 2.30574 3.88778
C 0.66772 1.70451 -3.69396
C -0.07675 -0.39964 3.77815
H -0.90162 4.12895 4.05011
O -0.87197 -2.92241 -2.82749
C 3.88446 -1.21265 -1.94208
C -4.60861 3.52152 -1.03063
H -4.76624 -2.17139 5.24942
C 0.48000 -2.44386 0.60443
C -1.14209 -4.18801 -0.17369
H 0.43752 0.42014 -5.39769
H 6.41029 3.22128 2.71960
C -0.98946 -7.71282 -1.05971
C 0.05563 -2.73508 -1.88023
H 3.10463 -0.84429 -2.59787
H 3.47658 -3.17198 2.13639
C 2.46504 -2.77097 2.04567
C -0.94821 5.34114 -1.79191
H -1.27032 -2.85764 -4.81161
H 3.32387 4.34966 -1.95478
C 1.90481 -4.59986 0.43012
H 1.65543 5.75204 0.34639
C -3.43822 -2.36619 -1.43253
H -5.85089 3.49088 -2.78505
H 3.40676 1.86005 -2.46319
C -2.64431 -2.74484 1.98358
H 0.09317 -3.91395 -4.35403
H -0.20709 3.54309 1.44989
C 5.07877 -1.12493 0.14707
H -3.39574 -3.43558 -1.23586
C 3.68375 1.57023 3.85641
H 0.05614 -0.98569 2.87402
H -1.35217 4.63741 -2.51159
H 0.64319 -1.34509 0.55953
C -2.61742 -1.63042 1.25462
H -3.18544 3.35394 0.57271
As 1.05912 3.31873 -1.34422
C 3.65385 2.25076 -1.47410
C -3.46370 3.05877 -0.42934
C -3.75923 1.11893 3.42698
H -4.35976 -1.95457 -1.02363
H 0.80827 -0.52990 4.40674
H -0.01585 -2.60545 1.56414
H -5.78910 -3.47381 4.61051
N -1.48736 1.74447 -0.61120
H -3.17156 1.99372 3.14580
H 0.73097 2.25018 -7.03580
C 2.99945 3.60223 -1.23137
C -3.29283 -0.37861 1.67343
H -4.15451 -5.32133 2.21232
H -4.15937 -4.84826 0.49917
H 4.74021 2.29582 -1.41245
H 2.49439 -2.63157 -0.08426
H 5.47404 2.51358 0.56997
C 1.87224 -3.09890 0.67804
C -1.10293 7.44425 -0.63475
H 1.26720 -5.14495 1.13576
H 3.22802 3.97020 -0.22979
O -3.10426 -0.07330 2.96552
H 4.43838 -2.79445 -3.27346
C -0.64669 3.19692 3.57334
H -4.75296 1.19596 2.99375
C -4.94438 3.11897 -2.32462
C 1.00502 3.75673 -5.53292
H -2.32546 1.06336 -2.98523
C 0.73921 5.96378 -0.19292
O -4.63415 -2.49108 3.19552
C -0.39621 -2.95721 -4.17565
N -0.61985 2.00302 4.25487
O -1.33247 -6.48724 -0.39590
C 5.49231 2.64757 2.70011
C -1.61292 6.53418 -1.55051
H -0.94449 -0.78853 4.31101
H 2.92508 -4.96472 0.56740
C 0.07371 7.15800 0.04336
C -0.25966 1.02260 3.38670
As -1.85251 -4.50329 1.60200
O 1.16717 -2.34613 -2.12634
H 1.13711 4.55859 -6.24871
H 2.21469 0.63095 2.61010
C 0.23876 5.05438 -1.12089
H -4.40668 1.92529 -4.02869
H -1.32773 -8.50995 -0.40656
C -0.86305 -5.36293 -0.97968
C 4.95682 2.24814 1.48502
H 1.24125 5.04219 -3.83683
C 5.58409 -2.84138 -1.45789
C 4.11020 -0.61136 -0.70863
C -3.33166 -2.77911 3.30905
N -0.04807 1.53373 2.19190
C 3.14352 1.17914 2.63923
H 6.56169 -2.64372 0.44338
C 3.77865 1.50673 1.44847
H -1.62086 8.37708 -0.45076
C 0.61016 1.43395 -5.05594
H 3.18310 1.30170 4.77960
C 0.77570 2.45947 -5.97430
H -2.53095 6.75302 -2.08197
C -5.39256 -2.47902 4.41746
H 0.47715 7.86709 0.75561
H 0.08647 -7.76707 -1.20870
As -1.94422 -1.42922 -0.55731
H 0.54295 0.90209 -2.97680
C -0.29636 2.88580 2.29587
O -2.78923 -3.11295 4.33034
H 5.28181 2.61494 4.83539
C -0.52411 -2.87495 -0.48690
H -3.40480 -2.18958 -2.50171
Pd 0.50214 0.93028 -0.26171
H 2.52232 -1.69440 2.20687
H -3.43073 -6.39822 1.00664
C -4.12753 2.23304 -3.02914
O -0.20094 -5.39883 -1.99356
H -6.20874 -1.78071 4.26145
As 3.00125 0.89407 -0.21263
C 1.06829 4.02674 -4.17455
C -2.97210 1.75081 -2.46100
H 1.85764 -3.20226 2.84886
H 5.25548 -0.66463 1.11157
C -3.59755 -5.36047 1.27625
O -3.93145 0.30483 0.91125
H -5.25961 4.20031 -0.49439
H 0.30716 -2.14604 -4.35131
H -1.48778 -7.77151 -2.02525
H 1.60793 -4.84407 -0.58859
C -2.60806 2.16638 -1.14070
C 0.89493 3.00181 -3.24685
H 6.15413 -3.71500 -1.74813
C 5.81198 -2.24233 -0.22732
H -0.81752 1.87010 5.23116
H -3.81554 1.03724 4.50825
```



A 2-piece molecular cluster, C8H14 overall in a non-equilibrium geometry, computed with wB97M-V/def2-TZVPD.

The calculation puts the HOMO energy at -7.717 eV. As for the spin multiplicity: 1. The value obtained for the energy relative to the best compared isomer or geometry (same formula, charge and spin) is 142.23 kcal per mole. For the max |F|, the calculation gives 0.0411 Eh/bohr. The value obtained for the energy is -8516.9121 eV.

Structure (XYZ):
```
22
C8H14, DFT wB97M-V/def2-TZVPD
H 1.68432 1.60131 -1.41671
C -0.74006 2.87826 -1.22690
H 2.25791 0.22096 -0.39877
H 1.59300 -0.92123 1.64537
H -0.50529 -2.12459 -1.68623
H -1.51832 -2.59411 -0.24267
H 1.40046 -1.93726 -0.51550
C 0.57525 -2.10664 0.17541
H -0.23294 2.64305 -2.15607
C -0.70529 -1.97879 -0.63022
H -1.51579 3.62180 -1.36156
C -0.53652 2.26264 -0.08000
C 0.38220 1.10150 0.16727
C 1.47041 0.93841 -0.58959
H 0.78714 -3.09248 0.59748
C 0.53699 -1.13741 1.39788
H -0.56743 0.65497 2.05714
H 0.17406 -1.58078 2.32390
H -1.15236 2.40898 0.80202
H -2.29621 -0.09274 0.29878
H -1.02998 -0.98169 -0.36818
C -0.06154 0.21584 1.20715
```